1.
ORCA calculation (the ωB97M-V functional and the def2-TZVPD basis) on one molecule with the formula C20H24N2O3.

Calculated values
M: 340.4 g/mol
Relative energy (zero: lowest compared OMol25 entry of this formula, charge and spin): 85.5 kJ/mol
Structure (SMILES): CCCC(=O)Nc1ccc(Oc2ccc(NC(=O)CCC)cc2)cc1
Frontier orbital gap: 8.50 eV
Max |F|: 0.013 hartree/bohr

```
49
C20H24N2O3 (the ωB97M-V functional and the def2-TZVPD basis)
O -1.745 -4.516 -1.432
O -1.371 0.455 2.825
O 2.756 4.180 -0.648
N -1.498 -4.725 0.824
N 0.895 4.927 0.435
C -1.635 -5.208 -0.447
C -1.348 2.768 2.373
C -1.391 -7.269 -1.885
C -1.357 -0.796 2.264
C -1.320 -1.882 3.134
C -1.666 -6.731 -0.482
C 0.067 -7.080 -2.283
C 0.367 3.762 1.002
C 0.356 1.389 1.392
C 2.567 6.201 -3.193
C -0.790 1.510 2.169
C 3.215 6.661 -1.894
C -1.460 -3.397 1.265
C -1.372 -3.167 2.637
C -1.460 -1.021 0.896
C 2.017 5.082 -0.329
C -1.507 -2.309 0.399
C -0.773 3.881 1.795
C 2.255 6.538 -0.712
C 0.929 2.503 0.810
H -1.255 -1.700 4.195
H -1.512 -0.184 0.216
H -2.029 -6.736 -2.591
H 0.727 -7.600 -1.590
H -2.229 2.857 2.989
H -1.439 -5.408 1.567
H 1.817 2.402 0.210
H -2.663 -7.041 -0.154
H 0.372 5.765 0.652
H -1.588 -2.476 -0.662
H -0.936 -7.133 0.225
H -1.215 4.854 1.958
H 1.683 6.796 -3.416
H -1.649 -8.330 -1.920
H 1.304 7.020 -0.948
H 0.808 0.419 1.247
H 3.265 6.301 -4.021
H 0.241 -7.472 -3.282
H 4.093 6.045 -1.692
H 2.275 5.157 -3.116
H 2.681 7.036 0.164
H -1.341 -4.004 3.321
H 0.321 -6.023 -2.280
H 3.537 7.700 -1.989
```

2.
ORCA calculation (the ωB97M-V functional and the def2-TZVPD basis) on a 2-piece molecular cluster, C2H4N2P2 overall.

Calculated values
M: 118.0 g/mol
Relative energy (zero: lowest compared OMol25 entry of this formula, charge and spin): 335.7 kJ/mol
Frontier orbital gap (alpha / beta): 9.36 / 4.75 eV
Max |F|: 0.055 hartree/bohr

```
10
C2H4N2P2 (the ωB97M-V functional and the def2-TZVPD basis)
P 2.889 0.487 -0.255
P -2.352 0.966 0.068
N -0.851 -1.179 -0.177
N 0.037 -0.158 -0.058
C -2.076 -0.783 -0.038
C -0.554 1.007 0.043
H 0.130 1.940 0.245
H 3.101 0.020 0.994
H -2.882 -1.594 -0.038
H 2.558 -0.707 -0.784
```

3.
ORCA calculation (the ωB97M-V functional and the def2-TZVPD basis) on B5CaF20 as an isolated structure.

Calculated values
M: 474.1 g/mol
Relative energy (zero: lowest compared OMol25 entry of this formula, charge and spin): 162.2 kJ/mol
Charge: -3
Frontier orbital gap: 10.66 eV
Max |F|: 0.096 hartree/bohr

```
26
B5CaF20 (the ωB97M-V functional and the def2-TZVPD basis)
Ca 0.179 0.169 -0.051
F 0.966 2.451 0.114
F -0.039 -0.378 2.529
F 0.754 -2.499 -2.327
F 1.500 0.654 3.851
F -3.325 -1.834 -0.160
F -1.997 -0.177 0.338
F 3.126 1.600 -1.937
F -3.312 -1.061 1.911
F -0.885 2.192 -1.016
F -1.091 -3.296 -1.427
F 0.430 -2.140 -0.203
F 1.857 0.427 1.624
F -0.583 4.074 0.320
F 1.093 0.619 -2.203
F -0.680 -1.046 -1.673
F -4.239 0.123 0.209
F 1.893 -1.402 2.818
F -0.941 1.926 1.237
F 2.538 -0.247 -0.900
F 2.857 -0.211 -3.127
B -0.395 2.710 0.213
B -0.177 -2.260 -1.429
B 2.381 0.498 -2.058
B 1.313 -0.178 2.725
B -3.225 -0.715 0.621
```